{
  "formula": "C34H32N5O2ReS4",
  "method": "ωB97M-V with the def2-TZVPD basis set",
  "energy_ev": -92789.83665,
  "max_force_ev_per_a": 0.51,
  "multiplicity": 2,
  "gap_ev": [6.00, 6.33],
  "charge": 1,
  "elements": ["Re", "C", "N", "C", "C", "N", "C", "C", "C", "C", "C", "C", "C", "S", "C", "C", "C", "C", "C", "C", "S", "H", "H", "H", "H", "H", "H", "H", "H", "H", "H", "H", "H", "H", "H", "H", "H", "H", "H", "O", "S", "O", "N", "C", "C", "C", "C", "C", "C", "C", "C", "N", "C", "C", "C", "C", "C", "C", "C", "H", "H", "H", "H", "H", "H", "H", "H", "H", "H", "H", "S", "C", "C", "N", "C", "H", "H", "H"],
  "positions_angstrom": [[-1.0012, 0.7009, 0.1530], [2.2511, -1.6472, 1.0902], [0.8132, -1.8386, 0.9926], [0.1741, -1.9721, 2.3013], [-1.3277, -1.8251, 2.2147], [-1.8266, -0.4311, 2.0507], [-3.3076, -0.5715, 1.8975], [-1.6406, 0.3595, 3.2862], [-1.5732, -0.2071, 4.5527], [-1.4509, 0.6025, 5.6735], [-1.4207, 1.9828, 5.5386], [-1.5028, 2.5513, 4.2826], [-1.6028, 1.7451, 3.1527], [-1.7277, 2.4584, 1.5577], [0.4457, -2.9294, 0.1281], [1.0940, -4.1614, 0.1947], [0.7218, -5.2105, -0.6264], [-0.3206, -5.0370, -1.5286], [-0.9826, -3.8293, -1.5883], [-0.6086, -2.7675, -0.7584], [-1.5033, -1.2732, -1.0488], [2.7860, -2.5134, 1.4957], [2.4571, -0.8045, 1.7462], [2.6508, -1.4254, 0.1010], [0.6037, -1.2423, 2.9881], [0.3741, -2.9590, 2.7482], [-1.7839, -2.2620, 3.1046], [-1.7181, -2.3971, 1.3772], [-3.7144, -1.0672, 2.7835], [-3.5093, -1.1746, 1.0160], [-3.7515, 0.4176, 1.7981], [-1.6019, -1.2740, 4.6976], [-1.3845, 0.1485, 6.6498], [-1.3303, 2.6140, 6.4104], [-1.4784, 3.6244, 4.1622], [1.8986, -4.3028, 0.9015], [1.2360, -6.1559, -0.5595], [-0.6171, -5.8428, -2.1834], [-1.7902, -3.6866, -2.2898], [-0.5429, 2.9399, -3.3971], [-0.5851, 1.5562, -3.0205], [-1.8246, 0.8462, -3.0757], [-0.0110, 1.4396, -1.4447], [1.2962, 1.9252, -1.2541], [2.0853, 2.5642, -2.1732], [3.3947, 2.9721, -1.8394], [3.8993, 2.7879, -0.5833], [3.0881, 2.1753, 0.4043], [3.4774, 2.0530, 1.7497], [2.6017, 1.5198, 2.6552], [1.3518, 1.0729, 2.2099], [0.9606, 1.1305, 0.9463], [1.8066, 1.7185, 0.0474], [0.6153, 0.6715, -3.9700], [1.0618, -0.5689, -3.5399], [1.9571, -1.2692, -4.3308], [2.3832, -0.7366, -5.5404], [1.9232, 0.5010, -5.9621], [1.0352, 1.2189, -5.1726], [1.7172, 2.7990, -3.1629], [3.9866, 3.4588, -2.5996], [4.8897, 3.1266, -0.3179], [4.4535, 2.4021, 2.0544], [2.8466, 1.4322, 3.7034], [0.6619, 0.6541, 2.9179], [0.7147, -0.9750, -2.6026], [2.3183, -2.2351, -4.0048], [3.0776, -1.2897, -6.1568], [2.2566, 0.9122, -6.9048], [0.6731, 2.1887, -5.4785], [-5.1750, 1.3120, -1.9461], [-4.2951, 2.7597, -1.7530], [-3.1526, 2.5178, -1.0785], [-2.9603, 1.1999, -0.7176], [-3.9642, 0.4686, -1.1316], [-4.6412, 3.6955, -2.1459], [-2.4001, 3.2538, -0.8455], [-4.0110, -0.5957, -1.0017]],
  "forces_ev_per_angstrom": [[-0.018, -0.241, 0.030], [0.165, -0.120, 0.000], [-0.178, -0.060, 0.002], [-0.002, -0.220, 0.036], [-0.053, -0.027, 0.086], [-0.133, -0.046, 0.181], [-0.028, 0.131, 0.069], [0.100, 0.074, -0.147], [0.065, 0.081, 0.000], [-0.003, 0.062, -0.061], [0.000, -0.110, 0.086], [0.019, -0.017, -0.104], [0.174, 0.017, 0.032], [-0.086, -0.152, -0.026], [0.081, 0.124, 0.104], [0.023, -0.017, -0.048], [-0.035, 0.120, 0.018], [0.066, -0.046, 0.029], [0.036, 0.029, 0.084], [-0.182, 0.047, 0.028], [0.134, 0.153, -0.054], [-0.005, 0.003, 0.022], [0.087, -0.196, -0.087], [0.033, -0.023, -0.018], [-0.046, -0.066, -0.033], [0.066, 0.015, -0.060], [-0.030, 0.014, -0.063], [0.065, 0.000, -0.040], [0.000, 0.022, -0.060], [-0.019, 0.013, 0.010], [-0.018, -0.051, -0.016], [-0.008, -0.086, 0.021], [-0.002, -0.039, 0.083], [0.003, 0.025, 0.049], [0.001, 0.078, -0.015], [0.056, -0.022, 0.037], [0.060, -0.099, 0.004], [-0.019, -0.061, -0.032], [-0.105, 0.028, -0.069], [-0.103, 0.003, -0.080], [-0.084, -0.126, -0.097], [0.103, 0.078, -0.205], [-0.387, -0.074, 0.317], [0.063, -0.036, 0.168], [0.234, 0.240, -0.235], [0.016, -0.076, 0.268], [-0.169, -0.029, -0.135], [0.101, 0.070, -0.110], [-0.074, -0.047, 0.014], [-0.125, 0.073, -0.075], [0.070, 0.203, -0.037], [-0.029, 0.192, 0.079], [-0.006, 0.060, -0.080], [-0.071, -0.026, -0.096], [0.048, 0.013, -0.061], [-0.009, -0.020, 0.035], [0.007, -0.007, 0.008], [-0.039, 0.069, 0.015], [0.023, -0.104, -0.017], [0.099, -0.008, 0.232], [0.059, 0.039, -0.030], [0.064, 0.019, 0.013], [0.079, 0.030, 0.029], [-0.004, -0.006, 0.020], [-0.113, 0.045, 0.063], [-0.053, -0.061, 0.108], [0.002, -0.019, 0.008], [0.027, -0.022, -0.020], [-0.002, 0.012, -0.014], [-0.033, 0.080, -0.031], [0.049, 0.012, 0.002], [0.040, -0.042, 0.051], [-0.004, 0.175, -0.035], [0.061, 0.025, -0.161], [-0.048, -0.110, 0.079], [-0.038, 0.135, -0.042], [-0.020, 0.028, -0.029], [0.000, -0.121, 0.002]],
  "lowdin_spin": [0.8643, 0.0026, 0.0387, 0.0005, 0.0030, 0.0059, 0.0053, -0.0002, -0.0001, -0.0004, 0.0001, -0.0004, 0.0024, -0.0099, 0.0023, 0.0014, 0.0003, 0.0001, -0.0004, 0.0051, -0.0032, 0.0016, 0.0004, 0.0001, 0.0000, 0.0006, -0.0001, 0.0002, 0.0006, 0.0003, 0.0003, 0.0000, 0.0000, 0.0000, -0.0002, 0.0000, 0.0001, 0.0000, -0.0002, 0.0060, 0.0031, -0.0007, 0.0186, 0.0022, -0.0005, -0.0005, 0.0004, 0.0004, 0.0019, 0.0002, 0.0057, 0.0123, 0.0069, -0.0005, -0.0003, 0.0001, -0.0001, 0.0000, -0.0002, 0.0000, -0.0001, 0.0001, 0.0002, 0.0001, 0.0005, -0.0003, 0.0000, 0.0000, 0.0000, 0.0000, 0.0019, -0.0002, 0.0042, 0.0109, 0.0057, -0.0001, 0.0005, 0.0003]
}